Below is a structure of composition C4H7HgLiO2 in a non-equilibrium geometry, with properties calculated with ωB97M-V with the def2-TZVPD basis set.

- HOMO energy (alpha / beta) (Ha) = -0.441 / -0.486
- ⟨S²⟩ = 0.7593
- energy relative to the best compared isomer or geometry (same formula, charge and spin) (kcal/mol) = 0.0
- max |F| (Eh/bohr) = 0.1606
- 2S+1 = 2
- charge = +1
- LUMO (alpha / beta) (Ha) = -0.148 / -0.189
- calculated total energy (hartree) = -467.62784
- gap between HOMO and LUMO (alpha / beta) (Ha) = 0.2927 / 0.2975

Each line ends with the Mulliken charge.
Cartesian coordinates (Å):
H1 -2.35 1.85 -2.07  -0.34
C1 0.54 -0.30 -0.83  -0.01
C2 1.37 0.38 0.22  -0.22
C3 0.88 -0.67 1.14  -0.30
C4 -0.56 -0.78 1.53  -0.35
O1 -1.25 0.22 0.90  -0.69
O2 -0.29 0.35 -1.57  -0.69
Li1 -0.86 1.25 -3.12  0.86
Hg1 -1.87 1.10 -0.59  0.81
H2 0.96 -1.20 -1.30  0.41
H3 2.44 0.32 0.02  0.31
H4 1.02 1.40 0.43  0.22
H5 1.53 -1.52 1.37  0.38
H6 -0.60 -0.63 2.63  0.34
H7 -0.96 -1.77 1.23  0.27